Formula: C35H35AuIO3PS2
Source: the Open Molecules 2025 dataset
Level of theory: wB97M-V/def2-TZVPD

## Properties
Charge   +2
Highest occupied orbital energy (alpha / beta)   -14.2 / -14.2 eV
Orbital gap (alpha / beta)   7.554 / 7.554 eV

Last column: Mulliken charge in e.
Geometry (Å):
H -1.332 -2.321 0.546  0.0252
H 2.978 -1.759 0.434  0.3709
H -5.080 -5.148 2.114  0.4288
H -2.778 1.142 4.146  0.4556
C -4.193 -4.129 0.446  -0.6635
H -0.306 4.876 -2.256  0.4833
H 3.720 5.692 -1.043  0.4511
H 6.865 -0.294 -1.759  0.4576
H -4.463 0.698 4.170  0.4858
H 7.651 -0.008 0.562  0.4348
C 1.690 5.426 -1.681  -0.6183
C 1.231 -1.202 -2.045  -0.0068
C 1.547 -0.031 -4.542  -0.8017
P 2.256 1.027 -0.693  1.9953
H 4.513 0.170 -2.335  0.4108
C -2.308 0.409 -2.539  -0.6234
H -3.828 -0.433 1.743  0.2831
C 2.910 4.990 -1.188  -0.7797
C 3.972 0.719 -0.322  0.5397
C 6.179 0.040 -0.993  -0.7189
C -4.270 -4.517 1.776  -0.5752
H -4.378 1.243 1.940  0.5819
H 1.665 0.427 -5.514  0.4727
H 4.050 3.312 -0.500  0.4185
C 0.644 4.529 -1.871  -0.8629
C -2.678 1.117 -0.283  0.7564
C -4.146 1.871 -2.012  -0.7443
C -1.634 -1.251 4.108  0.2164
C 4.856 0.301 -1.316  -0.4711
H -3.073 -3.049 -1.036  0.4791
S -2.113 1.126 1.408  0.0478
C -3.138 -3.338 0.005  -0.5870
H -3.721 -1.715 3.669  0.1906
C 2.746 -1.765 1.494  -0.9792
C -2.158 -2.922 0.892  0.4466
C 1.024 -1.311 -4.435  -0.6199
C -2.260 -3.296 2.225  0.4075
C 0.818 3.192 -1.570  -0.0291
H -1.105 -1.144 5.056  0.5039
C -3.138 -0.998 4.248  -0.3178
C -3.496 0.415 3.754  -1.3696
H 3.739 1.257 1.751  0.6360
H 1.548 6.473 -1.914  0.4130
C -3.604 0.526 2.219  -0.4359
S -1.066 -2.845 3.454  -0.0052
C 6.619 0.203 0.313  -0.5751
O -1.172 -0.077 1.481  0.0689
C -3.415 1.142 -2.942  -0.7058
Au 0.866 -0.919 1.578  1.2022
H -3.342 -4.424 3.710  0.4672
I 2.992 -3.674 2.232  0.1848
C -3.777 1.872 -0.676  -0.5752
H -1.730 -0.155 -3.262  0.4213
H -5.005 2.448 -2.329  0.4432
H -4.947 -4.461 -0.254  0.4364
H -3.711 1.149 -3.982  0.4548
C 0.867 -1.899 -3.186  -0.7390
H 6.103 0.785 2.314  0.4713
O 1.347 0.723 0.544  -1.1045
H 0.464 -2.900 -3.101  0.4812
H 3.363 -1.074 2.055  0.4778
H -4.342 2.463 0.034  0.4722
C -3.294 -4.110 2.673  -0.4566
C 5.747 0.642 1.303  -0.6299
C 1.913 0.669 -3.402  -0.4936
H -3.435 -1.116 5.288  0.4242
H 0.739 -1.854 -5.327  0.4499
H -1.067 -0.164 -0.878  0.3654
C 4.423 0.901 0.988  -0.7932
H -1.203 -0.565 3.392  -0.3898
C 2.053 2.746 -1.081  -0.2241
H 2.319 1.669 -3.495  0.5327
C 1.758 0.089 -2.141  0.6109
C 3.095 3.650 -0.881  -0.5607
H 0.004 2.494 -1.719  0.4564
O 0.268 -2.478 2.722  -0.2232
H 1.094 -1.676 -1.082  0.0484
C -1.930 0.399 -1.203  -0.1817